w | Computed, not measured: a single C3H8S2 molecule, with the ωB97M-V functional and the def2-TZVPD basis.

Cartesian coordinates (Å):
1 C 0.1087 -2.4047 0.7525
2 C -0.2190 -0.9234 1.0748
3 S -0.4655 -0.1601 -0.5541
4 S -0.3085 1.9109 0.1060
5 C 0.0958 2.6148 -1.4335
6 H -0.6379 -2.8312 0.0769
7 H 1.1284 -2.4663 0.3209
8 H 0.0813 -2.8778 1.7429
9 H 0.6441 -0.5510 1.6167
10 H -1.1303 -0.7780 1.6490
11 H 0.8293 2.0076 -1.9584
12 H 0.6032 3.5711 -1.2844
13 H -0.7296 2.8879 -2.1092

spin multiplicity = 1
SMILES = CCSSC
frontier orbital gap = 8.54 eV
HOMO level = -8.04 eV
molecular weight = 108.23 g/mol
LUMO = 0.5 eV

Here are the Mulliken charges for atoms 1 to 5, given in e: -1.15, -0.41, -0.13, -0.07, -0.88

***

x | Computed, not measured: a single C3H8S2 molecule, with the ωB97M-V functional and the def2-TZVPD basis.

Cartesian coordinates (Å):
1 C 2.7421 -0.6250 -0.3644
2 C 1.6817 -0.7740 0.7159
3 S 0.2153 -0.0815 0.8610
4 S -1.7692 0.7632 -0.6185
5 C -3.6721 1.0874 -0.2414
6 H 2.2876 -0.7916 -1.5252
7 H 3.1713 0.3860 -0.3295
8 H 3.7070 -1.3384 -0.3393
9 H 2.1455 -0.7455 1.6372
10 H 1.3276 -1.8476 0.8273
11 H -4.0266 1.8174 -0.8983
12 H -3.3658 1.8038 0.4918
13 H -4.4443 0.3458 -0.2167

spin multiplicity = 1
SMILES = CCSSC
frontier orbital gap = 5.76 eV
HOMO level = -8.19 eV
molecular weight = 108.23 g/mol
LUMO = -2.4 eV

Here are the Mulliken charges for atoms 1 to 5, given in e: -0.84, -0.42, -0.13, -0.13, -0.93

***

Energies, relative to the best one, in kJ/mol: w 0.0; x 506.9.

***

w | Computed, not measured: 2 unconnected molecules or ions with the total composition C3H9N2O2, with the ωB97M-V functional and the def2-TZVPD basis.

Cartesian coordinates (Å):
1 N -3.3296 -0.1233 -0.4629
2 C -1.9445 -0.0090 -0.1761
3 O -1.1946 -0.7431 -0.8929
4 O -1.6060 0.8127 0.6937
5 H -3.8932 0.6533 -0.1646
6 H -3.5629 -0.5219 -1.3557
7 C 2.0286 0.4665 -0.6915
8 C 1.6441 0.2228 0.7663
9 N 0.9941 -1.0744 0.8583
10 H 1.1692 0.3997 -1.3619
11 H 2.5274 1.4356 -0.8154
12 H 2.7053 -0.3348 -1.0321
13 H 2.5207 0.2297 1.4307
14 H 0.9870 1.0407 1.0796
15 H 0.8430 -1.3265 1.8248
16 H 0.1115 -1.1279 0.2997

spin multiplicity = 1
frontier orbital gap = 8.62 eV
HOMO level = -4.21 eV
total charge = -1
molecular weight = 105.12 g/mol
LUMO = 4.4 eV

Here are the Mulliken charges for atoms 1 to 5, given in e: -0.52, 0.68, -0.82, -0.71, 0.20

***

x | Computed, not measured: 2 unconnected molecules or ions with the total composition C3H9N2O2, with the ωB97M-V functional and the def2-TZVPD basis.

Cartesian coordinates (Å):
1 N -2.2205 0.3358 1.1423
2 C -1.4867 -0.9309 0.8595
3 O -0.2395 -0.9138 1.3735
4 H -3.2209 0.1963 1.1239
5 H -1.9112 0.5502 2.1073
6 H -2.1815 -1.7729 1.1793
7 H -1.4398 -1.0023 -0.2627
8 C 0.2754 0.9742 -1.2068
9 N 1.1008 0.2486 -0.4107
10 C 2.4904 0.0269 -0.7453
11 O 0.5455 1.4784 -2.3294
12 H -0.7586 1.0529 -0.8226
13 H 0.6396 -0.2510 0.4697
14 H 2.5443 -1.0366 -0.9652
15 H 3.1816 0.3333 0.0611
16 H 2.6812 0.7108 -1.5740

spin multiplicity = 1
frontier orbital gap = 7.93 eV
HOMO level = -3.78 eV
total charge = -1
molecular weight = 105.12 g/mol
LUMO = 4.2 eV

Here are the Mulliken charges for atoms 1 to 5, given in e: -0.52, -0.49, -0.88, 0.20, 0.22

***

Energies, relative to the best one, in kJ/mol: w 0.0; x 163.8.

***

w | Computed, not measured: a single C23H33N3O4 molecule, with the ωB97M-V functional and the def2-TZVPD basis.

Cartesian coordinates (Å):
1 C 6.9279 2.5116 0.4098
2 H 7.2740 2.5689 -0.6182
3 H 7.7051 2.0538 1.0170
4 H 6.7761 3.5268 0.7691
5 C 5.6164 1.7430 0.5074
6 H 5.2874 1.7289 1.5501
7 H 4.8535 2.2624 -0.0731
8 C 5.6672 0.2867 0.0070
9 N 4.3487 -0.3104 0.2416
10 C 3.1888 0.1165 -0.3013
11 O 3.1143 1.0426 -1.0881
12 C 1.9665 -0.6528 0.1029
13 C 0.8211 -0.4072 -0.6506
14 C -0.3655 -1.0766 -0.4034
15 C -0.3961 -2.0269 0.6282
16 C 0.7269 -2.2324 1.4170
17 C 1.9009 -1.5506 1.1628
18 H 2.7434 -1.7274 1.8141
19 H 0.6536 -2.9375 2.2296
20 O -1.5166 -2.7367 0.9147
21 C -2.4339 -2.9062 -0.1618
22 C -3.7459 -3.3801 0.4556
23 H -4.5133 -3.4268 -0.3107
24 H -3.6089 -4.3600 0.9030
25 H -4.0599 -2.6823 1.2278
26 C -2.6547 -1.5979 -0.9204
27 O -3.7458 -1.3008 -1.3818
28 N -1.5583 -0.8248 -1.1049
29 C -1.7118 0.3663 -1.9269
30 H -0.7749 0.6008 -2.4269
31 H -2.4838 0.1511 -2.6702
32 C -2.1463 1.5617 -1.0583
33 O -1.3986 2.4707 -0.7734
34 N -3.4222 1.4590 -0.6555
35 H -3.9588 0.6446 -0.9307
36 C -4.0546 2.3934 0.2491
37 C -5.4078 2.8555 -0.3129
38 H -5.4200 2.8191 -1.4010
39 H -5.6037 3.8812 0.0005
40 C -6.4215 1.9141 0.3307
41 H -7.4393 2.2978 0.2839
42 H -6.3959 0.9399 -0.1603
43 C -5.9027 1.7952 1.7610
44 H -6.1730 2.6906 2.3226
45 H -6.3071 0.9300 2.2839
46 C -4.3809 1.7152 1.5998
47 H -4.0567 0.6738 1.5619
48 H -3.8586 2.1947 2.4254
49 H -3.3512 3.2213 0.3631
50 C -1.8903 -3.9343 -1.1658
51 H -2.6043 -4.0726 -1.9730
52 H -1.7300 -4.8847 -0.6620
53 H -0.9430 -3.5962 -1.5833
54 H 0.9088 0.3454 -1.4170
55 H 4.3298 -1.1130 0.8469
56 C 5.9883 0.2119 -1.4877
57 H 5.9232 -0.8192 -1.8296
58 H 6.9915 0.5781 -1.6822
59 H 5.2736 0.8094 -2.0455
60 C 6.6731 -0.5451 0.8023
61 H 6.6127 -1.5918 0.5086
62 H 7.6842 -0.2012 0.6084
63 H 6.4792 -0.4663 1.8705

spin multiplicity = 1
SMILES = CCC(C)(C)NC(=O)c1ccc2c(c1)N(CC(=O)NC1CCCC1)C(=O)C(C)(C)O2
frontier orbital gap = 9.12 eV
HOMO level = -8.48 eV
molecular weight = 415.53 g/mol
LUMO = 0.6 eV

Here are the Mulliken charges for atoms 1 to 5, given in e: -1.32, 0.32, 0.32, 0.40, -0.59

***

x | Computed, not measured: a single C23H33N3O4 molecule, with the ωB97M-V functional and the def2-TZVPD basis.

Cartesian coordinates (Å):
1 C 0.9762 -0.9730 3.8999
2 C 1.3516 0.4289 4.3648
3 C 0.3065 1.4562 3.9363
4 C 0.7101 2.8812 4.3065
5 C -0.3411 3.9250 3.9221
6 C -0.5968 4.0603 2.4195
7 C 0.6022 4.6080 1.6475
8 C 0.2787 4.7730 0.1624
9 C 1.4725 5.2147 -0.6864
10 C 2.6246 4.2011 -0.7631
11 C 2.1967 2.9190 -1.4488
12 O 2.3288 2.6927 -2.6307
13 N 1.6790 2.0043 -0.5858
14 N 1.1237 0.8104 -1.0203
15 C 0.1547 0.2410 -0.3015
16 O -0.2547 0.7896 0.7444
17 C -0.3784 -1.0475 -0.7652
18 C -1.3542 -1.6641 -0.0021
19 O -1.8213 -1.1488 1.1185
20 H -1.3397 -0.2742 1.2607
21 C -1.8907 -2.9280 -0.4292
22 C -2.8704 -3.5753 0.3334
23 C -3.3839 -4.7832 -0.0676
24 C -2.9175 -5.3623 -1.2446
25 C -1.9535 -4.7436 -2.0083
26 C -1.4159 -3.5070 -1.6230
27 N -0.4597 -2.8571 -2.3636
28 C 0.1101 -1.6531 -1.9835
29 O 0.9875 -1.1571 -2.6885
30 C 0.0500 -3.4373 -3.5985
31 C 1.1244 -4.4849 -3.3260
32 H 1.4730 -4.9054 -4.2652
33 H 0.7441 -5.2883 -2.6991
34 H 1.9675 -4.0208 -2.8206
35 H 0.4891 -2.6139 -4.1664
36 H -0.7807 -3.8516 -4.1718
37 H -1.6202 -5.2332 -2.9075
38 H -3.3135 -6.3138 -1.5669
39 H -4.1387 -5.2813 0.5203
40 H -3.2040 -3.0947 1.2393
41 H 1.4308 0.4102 -1.9128
42 H 1.3768 2.2413 0.3538
43 H 3.0105 3.9836 0.2325
44 H 3.4270 4.6364 -1.3602
45 H 1.8687 6.1490 -0.2817
46 H 1.1261 5.4130 -1.7029
47 H -0.1321 3.8407 -0.2299
48 H -0.5046 5.5284 0.0615
49 H 1.4471 3.9299 1.7755
50 H 0.8952 5.5755 2.0631
51 H -0.8789 3.0914 2.0056
52 H -1.4440 4.7357 2.2750
53 H -0.0289 4.8970 4.3138
54 H -1.2829 3.6619 4.4096
55 H 0.8649 2.9348 5.3878
56 H 1.6650 3.1243 3.8358
57 H 0.1664 1.3770 2.8594
58 H -0.6477 1.2182 4.4122
59 H 2.3220 0.7008 3.9411
60 H 1.4539 0.4393 5.4528
61 H 0.0149 -1.2680 4.3146
62 H 1.7242 -1.6983 4.2128
63 H 0.9009 -1.0029 2.8151

spin multiplicity = 1
SMILES = CCCCCCCCCCC(=O)NNC(=O)c1c(O)c2ccccc2n(CC)c1=O
frontier orbital gap = 8.62 eV
HOMO level = -8.76 eV
molecular weight = 415.53 g/mol
LUMO = -0.1 eV

Here are the Mulliken charges for atoms 1 to 5, given in e: -1.05, -0.60, 0.46, -0.73, -1.10

***

Energies, relative to the best one, in kJ/mol: w 0.0; x 13.9.

***

w | Computed, not measured: a molecular structure, C10H15F12N3NiO10S4, with the ωB97M-V functional and the def2-TZVPD basis.

Cartesian coordinates (Å):
1 Ni 0.0387 0.0984 -0.1314
2 C -0.4230 -3.9204 -0.4358
3 F 0.7688 -3.5027 -0.0786
4 F -0.4737 -4.0746 -1.7991
5 F -0.6937 -5.0663 0.2715
6 S -1.7836 -2.7044 -0.0022
7 O -2.2414 -2.1236 -1.2438
8 O -2.8317 -3.4564 0.6392
9 N -0.8230 -1.4295 0.9233
10 S -0.8844 -2.0952 2.4196
11 O -0.7665 -3.5639 2.6068
12 O 0.0024 -1.3757 3.2626
13 C -2.6821 -1.5552 2.9783
14 F -3.2097 -2.6585 3.3658
15 F -2.5397 -0.7071 3.9673
16 F -3.3794 -1.0671 2.0292
17 C 3.1246 0.6402 2.6802
18 F 4.1485 0.0242 3.2653
19 F 2.0203 0.1251 3.2522
20 F 3.1140 1.9677 2.7869
21 S 3.1609 0.0634 0.7656
22 O 4.5344 0.2633 0.2468
23 O 2.6974 -1.3404 0.8899
24 N 1.8389 1.0497 0.0411
25 S 2.7451 2.2722 -0.5139
26 O 3.7020 2.8032 0.4449
27 O 3.3420 1.9202 -1.8219
28 C 1.4302 3.6821 -0.8995
29 F 2.1658 4.7367 -1.4138
30 F 0.5259 3.1605 -1.7331
31 F 0.7983 4.2123 0.2475
32 C -0.9762 1.9861 2.2428
33 O -1.0512 1.5463 0.8611
34 C -2.3295 1.7648 0.2707
35 C -2.2863 1.7411 -1.2391
36 N -1.5166 0.5013 -1.4951
37 C -0.9578 0.5341 -2.9356
38 C -0.0207 -0.6313 -3.1859
39 O 0.8308 -0.7914 -2.0326
40 C 1.9201 -1.6569 -2.4551
41 H -1.6708 1.4485 2.8883
42 H -1.2895 3.0251 2.3447
43 H -0.0163 1.8682 2.7455
44 H -2.7278 2.7075 0.6458
45 H -2.9645 0.9332 0.5763
46 H -1.7360 2.5923 -1.6401
47 H -3.2940 1.6960 -1.6521
48 H -2.1378 -0.2885 -1.3926
49 H -0.3545 1.4334 -3.0598
50 H -1.6954 0.7162 -3.7172
51 H 0.6314 -0.4054 -4.0297
52 H -0.6188 -1.5212 -3.3817
53 H 2.5958 -1.7028 -1.6010
54 H 2.6699 -1.2068 -3.1058
55 H 1.5693 -2.6679 -2.6625

spin multiplicity = 3
<S²> = 2.00
frontier orbital gap (alpha / beta) = 10.54 / 9.00 eV
HOMO level (alpha / beta) = -10.52 / -10.51 eV
molecular weight = 752.18 g/mol
LUMO (alpha / beta) = 0.0 / -1.5 eV

Here are the Mulliken charges for atoms 1 to 5, given in e: 0.47, 0.55, -0.12, -0.23, -0.22

***

x | Computed, not measured: a molecular structure, C10H15F12N3NiO10S4, with the ωB97M-V functional and the def2-TZVPD basis.

Cartesian coordinates (Å):
1 Ni -0.0026 0.2014 -0.0610
2 C 0.5542 -3.9151 -0.4312
3 F 1.6686 -3.2136 -0.3773
4 F 0.5916 -4.7471 -1.4465
5 F 0.3895 -4.6221 0.6883
6 S -0.9652 -2.8228 -0.5374
7 O -1.9050 -3.5684 -1.2770
8 O -1.2856 -2.4563 0.8004
9 N -0.4572 -1.3839 -1.2698
10 S -0.4991 -1.5371 -2.8701
11 O 0.3266 -0.5358 -3.4826
12 O -0.2920 -2.8595 -3.3470
13 C -2.2139 -1.0862 -3.3978
14 F -2.2598 0.2435 -3.6207
15 F -2.5254 -1.7253 -4.4986
16 F -3.1230 -1.3554 -2.4385
17 C 1.9952 2.4891 2.6024
18 F 2.0268 3.5701 3.3654
19 F 2.2795 2.8372 1.3407
20 F 2.9021 1.6190 3.0109
21 S 0.2742 1.7790 2.6838
22 O -0.0913 1.7364 4.0465
23 O -0.4789 2.6118 1.7912
24 N 0.4168 0.3057 1.9395
25 S 0.7991 -0.9093 2.9597
26 O 1.1895 -2.0251 2.1583
27 O 1.6592 -0.5221 4.0214
28 C -0.8259 -1.4046 3.7621
29 F -1.8538 -0.8154 3.1280
30 F -0.9607 -2.7087 3.6900
31 F -0.8415 -1.0323 5.0309
32 C -3.1538 0.1723 0.2579
33 O -1.9742 0.7710 -0.2699
34 C -2.1541 2.1380 -0.6264
35 C -0.9490 2.5701 -1.4379
36 N 0.3588 2.0696 -0.8594
37 C 1.3382 1.8211 -1.9492
38 C 2.5500 1.0901 -1.4037
39 O 2.0879 0.0634 -0.5177
40 C 3.1459 -0.6045 0.1146
41 H -2.9086 -0.8209 0.6295
42 H -3.9161 0.0560 -0.5119
43 H -3.5323 0.7456 1.1088
44 H -2.2311 2.7314 0.2821
45 H -3.0466 2.2219 -1.2485
46 H -0.9085 3.6596 -1.4814
47 H -1.0642 2.2228 -2.4659
48 H 0.6493 2.8745 -0.3185
49 H 1.6833 2.7412 -2.4397
50 H 0.8626 1.2424 -2.7382
51 H 3.1683 1.7801 -0.8143
52 H 3.1695 0.6951 -2.2114
53 H 2.7656 -1.4221 0.7185
54 H 3.6947 0.0437 0.8137
55 H 3.8725 -1.0100 -0.5954

spin multiplicity = 3
<S²> = 2.00
frontier orbital gap (alpha / beta) = 11.34 / 10.04 eV
HOMO level (alpha / beta) = -11.23 / -11.18 eV
molecular weight = 752.18 g/mol
LUMO (alpha / beta) = 0.1 / -1.1 eV

Here are the Mulliken charges for atoms 1 to 5, given in e: 3.21, 0.70, -0.14, -0.21, -0.22

***

Energies, relative to the best one, in kJ/mol: w 411.4; x 0.0.